Entry from the OMol25 dataset: 4 unconnected molecules or ions with the total composition C35H49FIN2O7PS3 in a non-equilibrium geometry (ωB97M-V/def2-TZVPD).

- DFT total energy: -107003.7406 eV
- HOMO level: -0.296 Ha
- Charge: 0
- SMILES string: CCCCCc1c(C[C@@H](C)I)cc(CC(=O)F)c2c1N([PH2]=S)c1cccc(N=C=S)c1S2.CCOC(C)=O.CCOC(C)=O.CCOC(C)=O
- Gap between HOMO and LUMO: 0.2681 hartree

XYZ file:
```
99
Properties=species:S:1:pos:R:3:lowdin_charge:R:1
C 1.5583 2.0639 1.2217 -0.127
C 1.6223 3.1072 -0.0049 -0.240
C 0.6828 2.7106 -1.2636 -0.225
C -0.8764 2.5650 -0.9005 -0.196
C -1.7866 1.9285 -2.0721 -0.164
C -2.6384 0.6327 -1.6231 -0.038
C -1.8314 -0.6493 -1.1489 -0.083
C -0.2050 -0.6684 -1.1343 -0.233
C 0.3998 -2.1501 -1.3453 -0.719
C -0.1093 -2.8635 -2.7066 -0.184
I 2.5908 -1.9183 -1.5971 0.748
C -2.6086 -1.9521 -0.7159 0.034
C -4.1855 -2.0218 -0.7529 -0.166
C -4.8708 -3.4023 -0.3386 -0.072
C -5.4777 -4.1797 -1.6299 -0.289
O -4.9325 -5.2316 -2.0632 0.066
F -6.6477 -3.7502 -2.3227 -0.004
C -4.9142 -0.7374 -1.2316 -0.336
C -4.2209 0.5841 -1.6681 -0.205
N -4.8876 1.8121 -2.1670 -0.281
P -4.9995 1.7771 -3.9456 0.385
S -4.5353 3.5953 -4.5527 0.083
C -6.1999 2.0620 -1.5311 -0.248
C -6.6200 3.5695 -1.3014 0.003
C -8.0110 3.9664 -0.6682 -0.049
C -9.0748 2.8772 -0.2417 -0.007
C -8.6364 1.3748 -0.4565 -0.202
N -9.5118 0.2279 -0.1225 0.025
C -10.4975 0.5624 0.6460 -0.612
S -11.6340 1.3126 1.6242 0.654
C -7.2380 0.9928 -1.0898 -0.339
S -6.7763 -0.7858 -1.3346 0.908
H 2.4089 1.2976 1.2355 0.042
H 0.5747 1.4777 1.2884 0.051
H 1.6398 2.6546 2.2175 0.079
H 2.7106 3.0610 -0.4045 0.110
H 1.3683 4.1933 0.3080 0.106
H 1.1504 1.7848 -1.7490 0.092
H 0.8036 3.5665 -2.0370 0.117
H -1.0889 1.9879 0.0637 0.099
H -1.2681 3.6449 -0.7350 0.121
H -2.5554 2.7212 -2.3849 0.069
H -1.1529 1.6877 -3.0023 0.125
H 0.0954 -0.0698 -2.0823 0.098
H 0.2232 -0.1153 -0.2198 0.099
H 0.2683 -2.7886 -0.4083 0.070
H -1.2119 -2.6428 -2.9478 0.077
H -0.0385 -4.0051 -2.5115 0.089
H 0.5205 -2.5871 -3.6268 0.041
H -1.9915 -2.8641 -0.3734 0.105
H -4.0210 -4.0908 0.0381 0.129
H -5.6563 -3.3268 0.4874 0.129
H -4.0103 0.8343 -4.4011 0.011
H -6.3454 1.4163 -4.2730 0.000
H -5.9229 4.4397 -1.6036 0.094
H -8.2295 5.0955 -0.5596 0.093
H -10.0845 3.1871 0.1816 0.060
C 4.4372 -0.6261 5.8725 -0.063
C 3.8920 -1.4347 4.7132 -0.229
O 3.6094 -0.5917 3.5867 0.002
C 4.5194 -0.2248 2.6645 -0.508
C 5.9761 -0.4628 2.9465 0.016
O 4.1688 0.3547 1.6603 0.062
H 5.3850 -0.1468 5.6179 0.068
H 4.5962 -1.2627 6.7457 0.086
H 3.7414 0.1729 6.1410 0.084
H 4.5478 -2.2619 4.4314 0.115
H 2.9396 -1.8836 5.0060 0.123
H 6.4047 0.4330 3.3998 0.093
H 6.4818 -0.6648 1.9993 0.095
H 6.1673 -1.3244 3.5835 0.072
C 3.7698 -6.5027 -5.8197 -0.067
C 2.6919 -6.0438 -4.8583 -0.231
O 2.4404 -4.6386 -4.9986 -0.016
C 1.6013 -4.1006 -5.9050 -0.523
C 1.0955 -4.9617 -7.0279 0.010
O 1.3225 -2.9233 -5.8531 0.084
H 3.4680 -6.3609 -6.8598 0.067
H 3.9969 -7.5603 -5.6674 0.082
H 4.6837 -5.9214 -5.6735 0.086
H 1.7687 -6.6203 -4.9547 0.115
H 3.0410 -6.1907 -3.8332 0.124
H 1.7491 -4.8419 -7.8939 0.098
H 0.0875 -4.6309 -7.2886 0.095
H 1.0132 -6.0167 -6.7725 0.070
C 6.3773 5.1980 5.2361 -0.065
C 5.5965 3.8998 5.2767 -0.232
O 6.1091 3.0209 6.2891 -0.014
C 5.7514 3.0605 7.5894 -0.527
C 4.9883 4.2525 8.0947 0.007
O 6.1047 2.1858 8.3475 0.095
H 6.2902 5.7492 6.1751 0.068
H 6.0196 5.8374 4.4260 0.084
H 7.4412 4.9985 5.0841 0.086
H 4.5225 4.0583 5.4003 0.115
H 5.7230 3.3768 4.3253 0.120
H 5.6913 4.9840 8.4974 0.098
H 4.3181 3.9202 8.8909 0.094
H 4.3574 4.7238 7.3431 0.070
```

=====

Entry from the OMol25 dataset: a molecular structure, C35H49N2O6PPbS2Si in a non-equilibrium geometry (ωB97M-V/def2-TZVPD).

- DFT total energy: -96432.1097 eV
- HOMO level: -0.466 Ha
- Charge: +2
- Gap between HOMO and LUMO: 0.2338 hartree

XYZ file:
```
97
Properties=species:S:1:pos:R:3:lowdin_charge:R:1
Pb 0.4709 -0.1678 -0.4905 1.354
O 4.0530 0.2734 4.0613 0.083
C 4.8478 0.3013 2.9905 -0.249
C 6.2227 0.3281 3.2371 0.006
C 7.1254 0.3599 2.2008 -0.039
C 6.6877 0.3574 0.8725 -0.067
C 5.3443 0.3226 0.6083 -0.021
C 4.3923 0.2942 1.6477 -0.077
C 2.9917 0.2394 1.2559 -0.408
O 2.6814 0.1116 0.0279 -0.236
N 2.0623 0.3553 2.2364 0.016
N 0.7887 0.4050 1.8337 -0.220
C -0.0880 0.4919 2.7699 -0.773
S 0.3011 0.5139 4.4630 1.050
C -1.4359 0.6662 5.0075 -0.445
C -2.3611 0.1171 3.9395 -0.327
S -1.7922 0.7799 2.3447 1.111
H 3.1276 0.2696 3.7576 0.048
H 6.5442 0.3279 4.2697 0.129
H 8.1851 0.3858 2.4168 0.119
H 7.4039 0.3762 0.0631 0.110
H 4.9681 0.3211 -0.4059 0.114
H -1.6353 1.7154 5.2192 0.091
H -1.5522 0.1037 5.9315 0.103
H -3.3852 0.4384 4.1168 0.102
H -2.3127 -0.9687 3.8586 0.081
C 0.6380 3.4493 0.7662 -0.215
P 0.5639 2.5366 -0.8178 0.892
C -0.6962 3.4574 -1.7469 -0.366
C -2.0400 3.2304 -1.4532 -0.102
C -3.0210 3.9432 -2.1215 -0.066
C -2.6711 4.8606 -3.1024 -0.049
C -1.3335 5.0851 -3.3973 -0.047
C -0.3439 4.3939 -2.7153 -0.068
C 2.1494 2.7769 -1.6466 -0.412
C 3.2554 3.3236 -1.0054 -0.076
C 4.4717 3.3819 -1.6705 -0.053
C 4.5845 2.8995 -2.9656 -0.047
C 3.4801 2.3535 -3.6086 -0.052
C 2.2661 2.2833 -2.9490 -0.111
H 0.9707 4.4694 0.5753 0.072
H 1.3207 2.9592 1.4612 0.040
H -0.3640 3.4764 1.1946 0.043
H -2.3197 2.4836 -0.7155 0.090
H -4.0645 3.7747 -1.8860 0.104
H -3.4381 5.3959 -3.6454 0.118
H -1.0568 5.8130 -4.1479 0.119
H 0.6974 4.5868 -2.9376 0.110
H 3.1843 3.7032 0.0059 0.107
H 5.3355 3.8087 -1.1789 0.119
H 5.5344 2.9456 -3.4809 0.118
H 3.5664 1.9871 -4.6227 0.117
H 1.3987 1.8576 -3.4454 0.112
C -5.1545 2.2063 1.2542 -0.008
C -5.6046 0.7952 0.8901 -0.600
C -6.7973 0.8340 -0.0521 -0.008
C -5.9329 -0.0366 2.1215 -0.011
O -4.5097 0.1846 0.1472 -0.071
Si -3.3944 -0.9406 0.2744 0.101
O -2.0398 -0.3447 1.2859 -0.481
O -2.5521 -1.0533 -1.0945 -0.174
C -2.9640 -1.5988 -2.4003 -0.599
C -4.2890 -2.3378 -2.2634 -0.013
C -3.1244 -0.4417 -3.3716 -0.011
C -1.8569 -2.5356 -2.8630 -0.017
O -3.8697 -2.2485 1.0330 -0.070
C -3.4252 -3.5459 1.5187 -0.597
C -2.7460 -3.3315 2.8668 -0.021
C -4.6829 -4.3844 1.6780 -0.006
C -2.4464 -4.1805 0.5427 -0.013
H -5.8867 2.6804 1.9067 0.103
H -5.0484 2.8155 0.3564 0.083
H -4.1904 2.1837 1.7639 0.054
H -7.6273 1.3491 0.4308 0.103
H -7.1120 -0.1805 -0.2965 0.096
H -6.5415 1.3584 -0.9720 0.093
H -6.6953 0.4590 2.7203 0.106
H -5.0436 -0.1924 2.7316 0.062
H -6.3069 -1.0163 1.8253 0.097
H -5.0619 -1.6566 -1.8972 0.091
H -4.2061 -3.1739 -1.5710 0.073
H -4.5961 -2.7235 -3.2333 0.109
H -3.8572 0.2701 -2.9946 0.091
H -3.4767 -0.8293 -4.3273 0.103
H -2.1801 0.0793 -3.5341 0.087
H -1.6757 -3.3164 -2.1243 0.077
H -0.9282 -1.9879 -3.0388 0.071
H -2.1429 -3.0061 -3.8029 0.105
H -3.4347 -2.8370 3.5545 0.092
H -1.8399 -2.7336 2.7387 0.078
H -2.4713 -4.2920 3.2996 0.106
H -5.3781 -3.8958 2.3606 0.094
H -4.4246 -5.3605 2.0876 0.103
H -5.1792 -4.5249 0.7181 0.095
H -1.6110 -3.5023 0.3484 0.085
H -2.9257 -4.4278 -0.4028 0.081
H -2.0518 -5.1005 0.9715 0.106
```